{
  "formula": "C24H50N2O38S9",
  "method": "ωB97M-V/def2-TZVPD",
  "gap_ev": [9.29, 3.45],
  "s2": 0.77,
  "spin_multiplicity": 2,
  "e_homo_ev": [-12.16, -12.16],
  "charge": 1,
  "largest_force_ev_per_a": 7.22,
  "energy_ha": -7495.99510,
  "symbols": ["C", "C", "O", "N", "C", "H", "H", "H", "H", "H", "H", "H", "C", "C", "O", "N", "C", "H", "H", "H", "H", "H", "H", "H", "C", "C", "O", "S", "O", "O", "O", "H", "H", "H", "H", "C", "C", "O", "S", "O", "O", "O", "H", "H", "H", "H", "C", "C", "O", "S", "O", "O", "O", "H", "H", "H", "H", "C", "C", "O", "S", "O", "O", "O", "H", "H", "H", "H", "C", "C", "O", "S", "O", "O", "O", "H", "H", "H", "H", "C", "C", "O", "S", "O", "O", "O", "H", "H", "H", "H", "C", "C", "O", "S", "O", "O", "O", "H", "H", "H", "H", "C", "C", "O", "S", "O", "O", "O", "H", "H", "H", "H", "C", "C", "O", "S", "O", "O", "O", "H", "H", "H", "H"],
  "positions_angstrom": [[-6.469, 1.370, -3.678], [-5.513, 0.292, -3.193], [-4.460, 0.198, -3.703], [-5.861, -0.465, -2.174], [-5.090, -1.309, -1.368], [-7.117, 1.565, -2.824], [-7.062, 1.251, -4.585], [-5.920, 2.268, -3.959], [-6.800, -0.248, -1.873], [-4.073, -1.352, -1.758], [-5.516, -2.276, -1.638], [-5.207, -0.944, -0.348], [-1.454, 0.380, -1.429], [-0.813, -0.770, -0.693], [-1.231, -1.915, -0.732], [0.340, -0.428, -0.077], [1.084, -1.436, 0.707], [-1.531, 0.194, -2.500], [-0.995, 1.368, -1.397], [-2.378, 0.705, -0.951], [0.702, 0.504, -0.215], [0.913, -2.500, 0.542], [0.851, -1.409, 1.772], [2.130, -1.178, 0.545], [-0.773, -6.059, 1.058], [-1.874, -5.478, 0.133], [-3.049, -5.587, 0.833], [-3.142, -7.118, 1.571], [-3.564, -8.190, 0.692], [-3.919, -7.055, 2.862], [-1.462, -7.122, 1.807], [-0.294, -5.355, 1.738], [-0.092, -6.632, 0.428], [-1.853, -6.042, -0.800], [-1.836, -4.405, -0.056], [-0.025, -2.545, 6.360], [0.060, -1.871, 5.011], [-1.057, -2.235, 4.316], [-1.554, -3.750, 4.731], [-1.055, -4.720, 3.719], [-2.987, -3.731, 4.958], [-0.799, -3.728, 6.179], [-0.617, -2.163, 7.191], [0.983, -2.664, 6.758], [0.769, -2.363, 4.345], [0.310, -0.811, 5.065], [-0.998, 3.410, -3.905], [-1.363, 2.992, -5.286], [-1.966, 4.182, -5.785], [-2.432, 5.341, -4.678], [-3.910, 5.598, -4.654], [-1.454, 6.464, -4.765], [-2.000, 4.332, -3.525], [-0.068, 3.976, -3.937], [-0.858, 2.589, -3.200], [-2.150, 2.239, -5.229], [-0.568, 2.677, -5.961], [6.331, -4.302, 2.811], [6.540, -3.124, 3.856], [5.242, -3.047, 4.455], [4.085, -3.738, 3.414], [3.855, -2.864, 2.222], [2.904, -4.188, 4.165], [5.097, -4.937, 3.009], [7.103, -5.072, 2.793], [6.459, -3.818, 1.843], [6.928, -2.204, 3.419], [7.208, -3.419, 4.666], [1.107, 6.865, -0.662], [1.182, 6.366, 0.828], [1.316, 4.967, 0.677], [1.560, 4.381, -0.880], [0.791, 3.131, -1.100], [3.007, 4.396, -1.099], [0.780, 5.749, -1.399], [1.948, 7.496, -0.948], [0.241, 7.523, -0.736], [0.331, 6.566, 1.479], [2.038, 6.901, 1.238], [3.418, 2.241, 2.451], [3.052, 0.855, 2.995], [1.761, 0.992, 3.631], [1.550, 2.565, 4.095], [2.416, 2.855, 5.276], [0.124, 2.916, 4.264], [2.315, 3.183, 2.768], [3.372, 2.119, 1.369], [4.432, 2.619, 2.585], [3.822, 0.517, 3.688], [2.981, 0.198, 2.128], [-2.082, 3.296, 1.166], [-2.914, 3.963, 2.314], [-4.225, 3.501, 2.019], [-4.589, 3.362, 0.420], [-5.029, 4.682, -0.092], [-5.298, 2.055, 0.176], [-2.953, 3.211, 0.015], [-1.836, 2.294, 1.517], [-1.141, 3.839, 1.081], [-2.924, 5.053, 2.280], [-2.728, 3.826, 3.379], [-2.180, -2.746, -4.290], [-1.771, -4.233, -3.814], [-1.675, -4.895, -5.042], [-1.012, -3.864, -6.233], [-1.807, -3.997, -7.482], [0.412, -3.819, -6.246], [-1.424, -2.467, -5.475], [-2.113, -1.854, -3.668], [-3.159, -2.877, -4.751], [-2.545, -4.778, -3.275], [-0.789, -4.229, -3.342], [5.941, 2.089, -2.189], [6.541, 2.564, -0.812], [5.998, 1.822, 0.125], [5.438, 0.363, -0.473], [3.971, 0.249, -0.359], [6.238, -0.796, -0.103], [5.766, 0.768, -2.004], [6.672, 2.324, -2.963], [5.003, 2.592, -2.424], [6.356, 3.561, -0.412], [7.620, 2.412, -0.790]],
  "atomic_forces_ev_per_a": [[-0.260, 0.649, -0.028], [-4.628, 1.367, 0.943], [5.369, -0.825, -2.521], [-1.581, 2.373, 0.077], [0.773, -1.360, -0.881], [-0.101, 0.326, -0.069], [0.030, -1.073, 0.108], [0.357, 0.044, 0.593], [-0.334, -0.413, 0.178], [0.196, 0.299, 0.463], [0.181, -0.669, 1.211], [0.131, -0.577, 0.152], [-0.497, 1.160, -0.169], [1.136, 0.759, -0.452], [-0.723, -0.081, 0.001], [-0.523, -1.526, 0.520], [0.656, 0.790, 0.418], [-0.517, -0.425, 0.096], [1.067, -0.272, 0.346], [-0.649, -0.780, -0.277], [0.096, -0.247, 0.210], [-0.241, 0.356, -1.211], [-0.015, 0.710, 0.187], [0.063, -0.473, 0.252], [-0.787, -1.016, -0.593], [1.556, 0.501, 0.008], [-2.677, -2.505, 1.532], [-0.627, 0.390, 3.058], [1.157, 1.758, 0.352], [2.957, 0.552, -4.063], [-2.077, 0.259, -0.267], [-0.237, -0.252, -0.031], [0.429, 0.407, 0.220], [-0.358, -0.048, -0.165], [0.734, -0.028, -0.157], [-0.031, 0.339, 1.236], [2.054, -0.573, 0.117], [-3.831, -0.740, -0.778], [-1.104, -0.761, -1.430], [-0.529, 2.576, 3.069], [2.359, 0.080, -0.214], [0.007, -1.735, -2.205], [0.229, 1.523, -0.380], [0.010, -0.879, -0.177], [1.584, 0.199, 0.926], [-0.717, 0.062, -0.151], [1.947, 0.428, 0.038], [-1.347, 0.223, 0.129], [-1.129, 1.986, -1.367], [0.461, 0.837, -1.034], [4.785, -1.127, -0.086], [-3.009, -2.957, 0.226], [-1.439, 0.423, 1.889], [0.263, -0.076, 0.066], [-0.562, 0.320, 0.156], [0.021, -0.280, -0.262], [0.030, 0.190, 0.249], [2.718, 1.018, -0.843], [-0.380, -2.116, 0.233], [-2.142, 0.172, -1.093], [-1.209, 1.600, -0.422], [0.851, -2.087, 3.158], [3.226, 0.823, -1.478], [-1.585, 0.957, 0.364], [-0.131, -0.008, 0.641], [-0.830, -0.214, -0.354], [-0.584, 0.012, -0.203], [-0.036, -0.015, -0.029], [-1.459, 1.710, 2.152], [0.598, 0.738, -1.488], [0.631, -2.393, -0.142], [0.148, 1.128, 2.452], [1.620, 3.602, 0.408], [-2.766, -0.131, -0.245], [0.703, -2.944, -2.559], [0.444, -0.850, -0.382], [-0.074, -0.040, -0.243], [-0.212, -0.100, -0.427], [0.322, -0.783, 0.442], [-0.860, 0.366, -1.865], [0.455, 0.587, 0.281], [-0.436, 1.170, 0.329], [1.225, 0.901, 3.038], [-2.094, -1.012, -3.234], [3.256, -1.098, -1.662], [-0.266, -1.165, 1.345], [-0.245, 0.426, -0.130], [-0.348, 0.231, 1.103], [-0.381, -0.214, 0.214], [-0.317, -0.305, 0.489], [-0.426, -0.164, 2.373], [-0.128, 0.898, -1.289], [-2.316, -0.905, -1.022], [1.378, 0.623, 0.636], [0.554, -3.973, 0.979], [1.958, 4.068, 0.466], [-1.033, 0.258, 0.152], [-0.026, -0.211, -0.327], [-0.265, 0.140, -1.077], [0.077, 0.224, -0.713], [0.355, -1.190, -0.306], [-0.830, -1.494, -0.739], [0.288, 2.278, -0.224], [1.080, 0.690, -2.958], [-2.294, 0.589, -1.455], [2.141, -0.038, 3.659], [-0.595, -0.888, -0.042], [0.829, -1.168, -0.129], [0.184, -0.565, 0.379], [-0.741, 0.202, 0.900], [0.123, 0.438, 0.286], [-0.166, -0.025, 0.439], [0.764, 3.966, 0.647], [1.978, 2.664, -2.702], [-3.321, -5.439, 3.384], [-1.081, -1.253, -0.588], [2.949, 0.770, 0.434], [-1.188, 2.545, -0.356], [-0.174, -3.352, 0.882], [-0.107, -0.453, -0.106], [-0.121, 0.051, 0.073], [-0.071, 0.534, -1.150], [0.278, 0.023, -0.414]],
  "mulliken_charge": [-1.09, 0.84, -0.16, -0.02, -0.28, 0.37, 0.31, 0.29, 0.23, -0.16, 0.37, 0.31, 0.40, 0.60, -0.70, 0.27, -1.13, 0.30, -0.67, 0.01, 0.14, 0.27, 0.29, 0.27, -0.25, 0.18, -0.33, 1.09, -0.55, -0.52, -0.34, 0.28, 0.38, 0.15, 0.02, -0.40, 0.21, -0.27, 0.95, -0.45, -0.57, -0.33, 0.34, 0.29, -0.04, 0.18, 0.19, -0.07, -0.44, 1.10, -0.52, -0.54, -0.12, 0.09, -0.17, 0.18, 0.30, -0.38, -0.17, -0.36, 1.03, -0.43, -0.51, -0.29, 0.38, 0.22, 0.22, 0.28, -0.47, -0.34, -0.19, 0.71, -0.21, -0.49, -0.32, 0.32, 0.31, 0.31, 0.31, -0.23, 0.63, -0.11, 1.11, -0.60, -0.50, -0.32, 0.02, 0.31, 0.15, -0.37, 0.14, -0.44, -0.39, 1.04, -0.53, -0.51, -0.09, 0.15, -0.05, 0.32, 0.30, 0.13, 0.03, -0.40, 1.05, -0.53, -0.50, -0.32, -0.22, 0.23, 0.27, 0.23, -0.17, -0.35, -0.28, 1.00, -0.38, -0.58, -0.32, 0.31, 0.18, 0.31, 0.25]
}



{
  "formula": "C27H45Cl2GaN2OP",
  "method": "ωB97M-V/def2-TZVPD",
  "gap_ev": 3.99,
  "e_homo_ev": -1.75,
  "charge": -1,
  "largest_force_ev_per_a": 2.45,
  "energy_ha": -4427.27009,
  "symbols": ["P", "C", "C", "C", "C", "C", "C", "C", "C", "C", "C", "C", "C", "C", "C", "C", "C", "C", "C", "H", "H", "H", "H", "H", "H", "H", "H", "H", "H", "H", "H", "H", "H", "H", "H", "H", "H", "H", "H", "H", "H", "H", "H", "H", "H", "H", "H", "H", "H", "H", "H", "H", "Ga", "Cl", "Cl", "C", "H", "C", "C", "C", "C", "C", "C", "H", "H", "H", "H", "H", "C", "N", "C", "N", "O", "H", "H", "H", "H", "H", "H"],
  "positions_angstrom": [[0.135, -1.002, -4.301], [1.704, -0.380, -5.167], [1.957, -0.744, -6.635], [3.367, -0.311, -7.052], [3.642, 1.172, -6.769], [3.274, 1.587, -5.339], [1.863, 1.130, -4.944], [-1.294, -0.123, -5.175], [-1.214, 0.044, -6.690], [-2.532, 0.610, -7.232], [-2.933, 1.917, -6.534], [-2.887, 1.825, -5.005], [-1.573, 1.222, -4.487], [-0.022, -2.682, -5.108], [1.176, -3.562, -4.710], [1.082, -4.982, -5.286], [-0.256, -5.663, -4.973], [-1.458, -4.784, -5.334], [-1.360, -3.361, -4.762], [2.469, -0.895, -4.553], [1.223, -0.246, -7.280], [1.842, -1.822, -6.808], [3.509, -0.521, -8.120], [4.094, -0.921, -6.497], [4.702, 1.385, -6.946], [3.072, 1.788, -7.478], [3.988, 1.139, -4.634], [3.342, 2.676, -5.231], [1.665, 1.383, -3.892], [1.123, 1.667, -5.557], [-2.140, -0.796, -4.949], [-3.323, -0.138, -7.085], [-0.991, -0.910, -7.189], [-0.400, 0.741, -6.938], [-2.436, 0.776, -8.313], [-3.943, 2.204, -6.851], [-2.259, 2.719, -6.865], [-3.027, 2.818, -4.562], [-3.716, 1.193, -4.656], [-1.621, 1.075, -3.398], [-0.743, 1.915, -4.685], [0.001, -2.489, -6.197], [2.119, -3.106, -5.041], [1.231, -3.617, -3.612], [1.209, -4.934, -6.377], [1.910, -5.585, -4.894], [-0.295, -5.894, -3.900], [-0.320, -6.617, -5.510], [-2.385, -5.249, -4.976], [-1.534, -4.719, -6.429], [-2.200, -2.773, -5.152], [-1.484, -3.389, -3.668], [-0.013, -0.057, -0.248], [-1.696, -0.834, -1.409], [1.970, -0.178, -1.173], [-0.375, 1.516, 0.842], [-0.671, 1.341, 1.884], [-0.432, 2.843, 0.371], [-1.104, 3.919, 1.076], [-1.263, 5.168, 0.497], [-0.721, 5.442, -0.777], [-0.002, 4.443, -1.461], [0.162, 3.182, -0.900], [-1.515, 3.711, 2.066], [-1.810, 5.956, 1.019], [0.437, 4.656, -2.442], [0.753, 2.411, -1.409], [-0.853, 6.424, -1.234], [-0.620, -3.355, 3.197], [0.387, -2.308, 3.254], [0.630, -1.404, 2.291], [1.600, -0.496, 2.556], [-0.018, -1.449, 1.184], [-1.203, -3.279, 2.278], [-1.286, -3.267, 4.060], [-0.133, -4.334, 3.240], [0.965, -2.243, 4.086], [1.769, 0.300, 1.952], [2.024, -0.532, 3.474]],
  "atomic_forces_ev_per_a": [[0.031, 0.220, -0.576], [-0.431, -0.392, 0.318], [0.122, 0.186, -0.050], [-0.014, -0.038, 0.076], [-0.084, 0.024, 0.010], [-0.127, -0.126, 0.065], [0.182, -0.066, -0.039], [0.486, -0.288, 0.377], [-0.231, 0.143, -0.024], [0.024, 0.019, 0.055], [0.084, 0.017, -0.006], [0.131, -0.107, 0.090], [-0.168, -0.019, -0.050], [0.030, 0.204, -0.325], [-0.166, -0.123, 0.002], [-0.085, 0.116, -0.059], [0.017, 0.135, 0.144], [0.114, 0.153, -0.056], [0.126, -0.129, 0.081], [-0.054, 0.271, -0.185], [0.227, -0.107, 0.122], [0.062, 0.196, 0.031], [0.102, 0.020, 0.121], [-0.031, 0.054, -0.072], [-0.096, 0.031, -0.061], [0.008, -0.076, 0.059], [-0.066, 0.081, -0.066], [0.113, -0.118, -0.010], [0.019, -0.058, -0.237], [0.166, -0.086, 0.093], [0.085, 0.278, 0.000], [0.063, 0.065, -0.019], [-0.023, 0.193, 0.083], [-0.227, -0.094, 0.058], [-0.128, -0.016, 0.086], [0.103, 0.043, -0.025], [-0.020, -0.084, 0.029], [-0.081, -0.125, -0.067], [0.073, 0.075, -0.018], [0.011, 0.114, -0.309], [-0.205, -0.087, 0.057], [-0.006, -0.430, 0.237], [-0.186, -0.045, 0.085], [-0.068, 0.041, -0.134], [-0.005, 0.013, 0.084], [-0.093, 0.015, -0.104], [0.007, 0.024, -0.064], [0.002, 0.055, 0.110], [0.097, -0.002, -0.096], [0.007, -0.005, 0.076], [0.181, -0.113, 0.096], [0.069, 0.017, -0.142], [-0.648, 1.715, 1.092], [-0.320, -0.490, -0.218], [0.525, -0.418, -0.305], [0.569, -0.400, 0.211], [-0.257, 0.011, -0.251], [-0.024, -0.032, -0.137], [0.322, -0.171, -0.395], [0.472, -0.258, -0.439], [-0.092, 0.206, -0.121], [-0.117, -0.301, 0.463], [-0.374, 0.527, 0.076], [0.029, 0.011, -0.260], [0.130, -0.207, -0.052], [-0.129, -0.012, 0.316], [-0.231, 0.322, 0.087], [0.012, -0.207, 0.136], [0.118, -0.078, 0.141], [0.096, -0.157, 0.489], [-0.470, 0.689, -2.161], [-0.122, -0.803, 0.452], [1.138, -0.489, 2.119], [0.230, 0.148, 0.131], [-0.015, 0.005, -0.168], [-0.126, 0.045, -0.108], [-0.375, -0.122, -0.322], [-0.420, 0.095, -0.202], [-0.068, 0.300, -0.425]],
  "mulliken_charge": [0.61, 0.07, -0.19, -1.00, -0.66, -0.88, -0.28, 0.41, -0.54, -0.97, -0.68, -0.94, -0.59, -0.06, -0.76, -0.82, -0.75, -0.83, -0.74, 0.54, 0.02, 0.18, 0.38, 0.39, 0.39, 0.30, 0.36, 0.40, -0.29, 0.21, 0.43, 0.37, 0.22, 0.18, 0.39, 0.40, 0.28, 0.43, 0.37, -0.06, 0.17, 0.11, 0.27, 0.34, 0.32, 0.38, 0.34, 0.37, 0.41, 0.34, 0.20, 0.32, 0.16, -0.43, -0.40, -0.91, 0.24, 0.93, -0.59, -0.34, -0.51, -0.57, -0.07, 0.25, 0.32, 0.32, 0.04, 0.32, -0.84, -0.25, 0.91, -0.34, -0.56, 0.30, 0.29, 0.30, 0.16, 0.21, 0.18]
}